C3H2N2 | ωB97M-V/def2-TZVPD

## Properties
Gap between HOMO and LUMO = 8.20 eV
ΔE to the lowest compared entry with this formula, charge and spin = 77.4 kcal/mol
E_HOMO = -0.31942 hartree
Total charge = 0

```
7
Properties=species:S:1:pos:R:3:forces:R:3:nbo_charge:R:1
C -0.48201 1.02595 -0.15605 -0.3 0.2 0.3 -0.26
C 0.24724 -1.18134 -0.25006 1.7 -0.3 -0.8 0.19
C -1.72972 0.39189 -0.03607 -0.7 0.6 0.0 0.23
N -2.34562 -0.57903 0.01628 -1.4 -0.1 0.2 -0.35
N 0.32694 0.00943 -0.13416 0.8 -0.4 -0.3 -0.27
H -0.20592 2.04580 -0.29553 0.1 0.2 0.0 0.24
H 0.51605 -2.02466 0.34112 -0.1 -0.3 0.6 0.21
```
Positions in Å, forces in eV/Å.